a | C4H6ClN | ωB97M-V/def2-TZVPD

The lowest unoccupied orbital energy comes out at 0.9 eV. The charge is 0. The calculation puts the highest occupied orbital energy at -0.3170 Ha. Its gap between HOMO and LUMO is 9.5 eV.

The geometry in XYZ format:
```
12
Properties=species:S:1:pos:R:3:nbo_charge:R:1
C 1.72639 0.15529 -0.29876 0.030
C 1.62954 -0.99088 -0.08422 -0.298
C 1.88467 1.57062 -0.33740 -0.700
C -1.83643 -0.81398 1.36981 0.053
N -1.62886 -1.73454 0.48936 -0.761
Cl -2.32362 -1.41512 2.93244 -0.075
H 1.44083 1.92651 -1.22005 0.233
H 1.15459 1.82103 0.42319 0.254
H 2.88788 1.96005 -0.23391 0.242
H 1.69311 -2.08364 0.04098 0.238
H -1.42593 -2.66213 0.64433 0.374
H -1.53558 -1.45276 -0.50933 0.410
```

---

b | C4H6ClN | ωB97M-V/def2-TZVPD

The lowest unoccupied orbital energy (spin up / spin down) comes out at -1.0 / -0.8 eV. The charge is 0. The calculation puts the highest occupied orbital energy (spin up / spin down) at -0.3061 / -0.2939 Ha. Its gap between HOMO and LUMO (spin up / spin down) is 7.4 / 7.2 eV.

The geometry in XYZ format:
```
12
Properties=species:S:1:pos:R:3:nbo_charge:R:1
C -1.28982 -0.38139 0.31391 -0.253
C -0.00468 -0.45401 0.95277 0.038
C -1.57256 -0.10305 -0.97682 -0.352
C 1.26412 0.91728 -0.28315 -0.081
N 1.10547 -0.11190 0.45427 -0.222
Cl 2.97707 -1.06439 0.88961 -0.359
H -1.96017 -0.59929 1.08347 0.212
H 0.01882 -0.84551 1.88154 0.197
H -2.53947 -0.05968 -1.43283 0.222
H -0.59415 0.01171 -1.56576 0.198
H 2.01652 0.91559 -1.07776 0.206
H 0.57885 1.77464 -0.23926 0.194
```

---

c | C4H6ClN | ωB97M-V/def2-TZVPD

The lowest unoccupied orbital energy comes out at 1.0 eV. The charge is 0. Its SMILES is Cl/C=C\[C@H]1CN1. The calculation puts the highest occupied orbital energy at -0.3317 Ha. Its gap between HOMO and LUMO is 10.1 eV.

The geometry in XYZ format:
```
12
Properties=species:S:1:pos:R:3:nbo_charge:R:1
Cl 0.55734 1.01858 -1.72889 -0.032
C -0.66710 -0.18667 -1.37320 -0.194
C -0.90831 -0.55355 -0.09536 -0.229
C -0.23639 0.08197 1.11793 -0.127
C -0.30522 -0.72229 2.37231 -0.235
N 0.89733 -0.71321 1.64554 -0.578
H -1.19044 -0.55086 -2.21392 0.213
H -1.62639 -1.36148 -0.01665 0.217
H -0.19902 1.14225 1.20042 0.219
H -0.91928 -1.60599 2.41702 0.188
H -0.24464 -0.15461 3.27850 0.194
H 1.12580 -1.50942 1.07700 0.363
```

---

Tell me which of them is the least stable. Sure, it is b.

---

a | C4H6ClN | ωB97M-V/def2-TZVPD

The lowest unoccupied orbital energy comes out at 0.8 eV. The charge is 0. The calculation puts the highest occupied orbital energy at -0.3220 Ha. Its gap between HOMO and LUMO is 9.5 eV.

The geometry in XYZ format:
```
12
Properties=species:S:1:pos:R:3:nbo_charge:R:1
C 0.41637 -1.65649 -0.00166 0.321
C -1.00411 1.01375 -0.55790 -0.446
C -0.18264 1.31834 0.62050 -0.446
C 0.33707 0.44586 -0.46415 -0.146
N 1.31612 -2.01525 0.68898 -0.681
Cl -0.80718 -2.52350 -0.95997 -0.078
H -1.88841 0.53158 -0.52601 0.229
H -1.01170 1.86134 -1.12746 0.208
H 0.38501 2.24373 0.77940 0.211
H -0.49827 0.95840 1.53237 0.216
H 1.24724 0.70123 -0.97955 0.219
H 1.69051 -2.87897 0.99545 0.393
```

---

b | C4H6ClN | ωB97M-V/def2-TZVPD

The lowest unoccupied orbital energy comes out at 0.9 eV. The charge is 0. Its SMILES is C#C[C@@H](Cl)CN. The calculation puts the highest occupied orbital energy at -0.3566 Ha. Its gap between HOMO and LUMO is 10.6 eV.

The geometry in XYZ format:
```
12
Properties=species:S:1:pos:R:3:nbo_charge:R:1
C 0.77762 -0.65657 2.18444 -0.209
C 0.56851 -0.05207 1.18285 -0.038
C 0.17104 0.84170 0.10351 -0.281
Cl 1.32097 2.19115 -0.08466 -0.038
C -0.09152 0.14490 -1.22216 -0.219
N -1.00960 -0.91553 -1.09658 -0.805
H 1.02980 -1.22049 3.07194 0.246
H -0.77433 1.29997 0.46407 0.230
H 0.86826 -0.26855 -1.49129 0.197
H -0.39082 0.87192 -1.95534 0.204
H -1.86393 -0.62085 -0.67082 0.351
H -0.60600 -1.61557 -0.48597 0.362
```

---

c | C4H6ClN | ωB97M-V/def2-TZVPD

The lowest unoccupied orbital energy comes out at 0.5 eV. The charge is 0. Its SMILES is C=C=CN=C.Cl. The calculation puts the highest occupied orbital energy at -0.3324 Ha. Its gap between HOMO and LUMO is 9.6 eV.

The geometry in XYZ format:
```
12
Properties=species:S:1:pos:R:3:nbo_charge:R:1
C 0.89627 0.62390 -0.65532 -0.465
C 0.01435 -0.18322 -0.22840 0.067
C -0.82419 -1.14094 -0.01281 -0.131
N -0.90789 -1.79788 1.15860 -0.418
C -0.31825 -1.39095 2.18948 -0.031
H 0.69434 1.66254 -0.47941 0.220
H 1.86377 0.46290 -1.25561 0.221
H -1.57107 -1.44721 -0.74340 0.217
H -0.30932 -1.99733 3.19617 0.169
H 0.15943 -0.40074 2.32243 0.146
Cl -0.48880 1.05200 -3.22731 -0.253
H 0.70626 0.70529 -3.46695 0.259
```

---

Tell me which of them is the least stable. Sure, it is a.

---

a | C6H12N2O | ωB97M-V/def2-TZVPD

The lowest unoccupied orbital energy comes out at 1.0 eV. The charge is 0. Its SMILES is NCCC[C@H]1CN1C=O. The calculation puts the highest occupied orbital energy at -0.3425 Ha. Its gap between HOMO and LUMO is 10.3 eV.

The geometry in XYZ format:
```
21
Properties=species:S:1:pos:R:3:nbo_charge:R:1
N 1.19389 -1.86207 0.26953 -0.861
C 1.77736 -0.82109 -0.61710 -0.236
C 1.71429 0.49875 0.08531 -0.403
C 0.48113 1.42836 -0.01198 -0.399
C -0.87014 0.83852 0.34803 -0.066
C -2.18936 1.31660 -0.11191 -0.244
N -1.61506 0.02646 -0.57164 -0.445
C -2.16167 -1.16166 -0.03395 0.527
O -3.36983 -1.38442 -0.01690 -0.562
H 0.96634 -2.70851 -0.19736 0.364
H 1.84537 -2.02782 1.05220 0.358
H 2.86880 -1.12467 -0.73325 0.179
H 1.21157 -0.77230 -1.57095 0.208
H 1.94226 0.38291 1.21704 0.194
H 2.51526 1.22738 -0.21098 0.215
H 0.67441 2.33198 0.68920 0.213
H 0.43657 1.82059 -1.01590 0.202
H -0.76901 0.43306 1.39784 0.193
H -2.20353 2.13548 -0.78908 0.204
H -3.00783 1.34286 0.58857 0.216
H -1.44079 -1.92041 0.23330 0.143
```

---

b | C6H12N2O | ωB97M-V/def2-TZVPD

The lowest unoccupied orbital energy comes out at 1.0 eV. The charge is 0. Its SMILES is NCCC[C@H]1CN1C=O. The calculation puts the highest occupied orbital energy at -0.3462 Ha. Its gap between HOMO and LUMO is 10.4 eV.

The geometry in XYZ format:
```
21
Properties=species:S:1:pos:R:3:nbo_charge:R:1
N 0.98668 -1.84777 0.32938 -0.847
C 1.73729 -0.92598 -0.53583 -0.221
C 1.78460 0.48458 0.06842 -0.399
C 0.57800 1.38856 -0.15193 -0.410
C -0.69565 0.80808 0.44485 -0.052
C -2.01812 1.41140 0.03988 -0.246
N -1.61558 0.09717 -0.42836 -0.448
C -2.30386 -1.05740 -0.09008 0.534
O -3.50656 -1.18091 -0.12136 -0.572
H 0.98986 -2.79969 -0.02876 0.361
H 1.44682 -1.94357 1.23650 0.350
H 2.75715 -1.26520 -0.74564 0.173
H 1.18129 -0.83537 -1.46089 0.195
H 1.92855 0.43975 1.18308 0.193
H 2.63962 0.99716 -0.37341 0.212
H 0.73556 2.41051 0.25693 0.216
H 0.40179 1.56890 -1.22770 0.210
H -0.60936 0.47323 1.46537 0.203
H -1.95114 2.22491 -0.68568 0.201
H -2.87384 1.41794 0.73705 0.216
H -1.59310 -1.86629 0.08817 0.132
```

---

c | C6H12N2O | ωB97M-V/def2-TZVPD

The lowest unoccupied orbital energy (spin up / spin down) comes out at -0.1 / -0.1 eV. The charge is 0. The calculation puts the highest occupied orbital energy (spin up / spin down) at -0.3245 / -0.3246 Ha. Its gap between HOMO and LUMO (spin up / spin down) is 8.7 / 8.7 eV.

The geometry in XYZ format:
```
21
Properties=species:S:1:pos:R:3:nbo_charge:R:1
C -0.99030 -0.65576 0.11024 0.239
C -1.47229 0.71083 0.43214 -0.591
C 1.95303 -0.85362 -1.22956 -0.425
C -1.11422 -1.80733 1.03946 -0.683
N 0.97590 0.21334 -1.05321 -0.610
C -0.31239 1.71676 0.22872 0.348
C 0.98163 0.89194 0.26585 0.175
N -0.36912 2.96286 0.07261 -0.621
O 0.86938 -0.03050 1.21633 -0.697
H 0.97603 0.86843 -1.83145 0.372
H -1.11887 -0.93376 -0.92992 0.193
H -1.32372 3.32586 0.06865 0.334
H 1.84975 1.56850 0.36907 0.183
H -1.76624 0.77040 1.48188 0.247
H -2.30282 1.00915 -0.21404 0.236
H 1.69826 -1.44908 -2.10729 0.193
H 1.92423 -1.48662 -0.34528 0.225
H 2.97432 -0.46937 -1.33854 0.182
H -0.99929 -1.49955 2.07514 0.237
H -2.08445 -2.29857 0.87239 0.221
H -0.34883 -2.55389 0.81682 0.242
```

---

d | C6H12N2O | ωB97M-V/def2-TZVPD

The lowest unoccupied orbital energy comes out at 0.8 eV. The charge is 0. Its SMILES is c1c[nH]cn1.CCCO. The calculation puts the highest occupied orbital energy at -0.3282 Ha. Its gap between HOMO and LUMO is 9.8 eV.

The geometry in XYZ format:
```
21
Properties=species:S:1:pos:R:3:nbo_charge:R:1
C -0.34027 -1.89037 -4.55631 -0.100
C 0.42835 -1.36260 -5.57113 -0.120
N 1.51599 -0.81021 -4.94176 -0.524
C 1.36951 -1.01866 -3.60238 0.153
N 0.25063 -1.67308 -3.33458 -0.459
H -1.29077 -2.41662 -4.64410 0.210
H 0.30317 -1.33112 -6.65347 0.221
H 2.29613 -0.32875 -5.39573 0.420
H 2.10257 -0.67512 -2.87251 0.200
C -2.81085 -4.74822 0.31471 -0.617
C -2.30426 -4.91086 1.74772 -0.424
C -0.82630 -4.58027 1.89533 -0.060
O -0.52603 -3.20916 1.62897 -0.723
H -2.72236 -3.69794 -0.01038 0.202
H -3.86947 -5.05005 0.24508 0.215
H -2.21932 -5.37936 -0.36965 0.202
H -2.88122 -4.25812 2.43073 0.204
H -2.45209 -5.95725 2.07737 0.201
H -0.49803 -4.74952 2.93890 0.179
H -0.22523 -5.24155 1.24199 0.153
H -0.67707 -3.04924 0.67398 0.467
```

---

Tell me which of them is the least stable. Sure, it is c.